Record 1
The following is a DFT calculation (ωB97M-V with the def2-TZVPD basis set) of C73H66CdGeN4O4P2S2Si as an isolated structure.

```
154
Properties=species:S:1:pos:R:3
Cd -0.2995 -0.3577 0.5274
O 3.3608 0.4749 0.8232
C 4.1531 -0.1597 1.7537
C 5.5307 -0.3024 1.6141
C 6.2535 -0.9603 2.5982
C 5.6001 -1.4861 3.7012
C 4.2172 -1.3919 3.7861
C 3.4547 -0.7392 2.8173
P 1.5675 -0.7336 2.7361
C 1.3746 -2.2006 3.8328
C 1.4721 -3.4523 3.2245
C 1.4433 -4.6149 3.9785
C 1.3082 -4.5461 5.3598
C 1.1952 -3.3060 5.9745
C 1.2306 -2.1391 5.2153
C 1.1964 0.7239 3.8170
C -0.1108 1.4283 3.6654
C -0.2835 2.7142 4.4495
C 0.6873 2.9732 5.5529
C 1.8442 2.3146 5.5821
C 2.1180 1.2198 4.6592
C 3.8625 1.2924 -0.1495
C 4.8250 2.2669 0.0859
C 5.3777 2.9435 -0.9880
C 4.9777 2.6544 -2.2893
C 3.9470 1.7508 -2.4997
C 3.3511 1.0877 -1.4274
P 1.8469 0.0201 -1.6158
C 2.5492 -1.4402 -2.4619
C 1.7380 -2.2356 -3.2717
C 2.2307 -3.3992 -3.8448
C 3.5350 -3.8013 -3.5871
C 4.3369 -3.0395 -2.7467
C 3.8483 -1.8652 -2.1866
C 1.0946 1.0223 -2.9432
C 1.1643 0.7101 -4.3070
C 0.8096 1.5760 -5.3060
C 0.3134 2.9496 -5.0429
C 0.3561 3.4259 -3.5624
C 0.4520 2.3022 -2.5053
H 6.0403 0.0861 0.7434
H 7.3280 -1.0587 2.4949
H 6.1579 -1.9860 4.4848
H 3.7185 -1.8491 4.6297
H 1.5621 -3.5141 2.1433
H 1.5102 -5.5793 3.4861
H 1.2761 -5.4528 5.9524
H 1.0758 -3.2412 7.0495
H 1.1471 -1.1762 5.7056
H -0.9745 0.7748 3.5965
H -1.3116 2.8359 4.7924
H 0.4631 3.7746 6.2488
H 2.5997 2.5560 6.3217
H 3.0960 0.7604 4.7265
H 5.1446 2.4802 1.0986
H 6.1367 3.6957 -0.8078
H 5.4530 3.1452 -3.1305
H 3.5859 1.5580 -3.5034
H 0.7078 -1.9489 -3.4415
H 1.5832 -4.0016 -4.4734
H 3.9216 -4.7122 -4.0310
H 5.3471 -3.3638 -2.5193
H 4.4820 -1.2798 -1.5270
H 1.5787 -0.2473 -4.5971
H 0.8858 1.2615 -6.3434
H 0.7881 3.6639 -5.7161
H 1.0004 4.2824 -3.3653
H 0.8489 2.6474 -1.5498
N -0.4315 7.9437 -0.6176
C -0.3948 6.6446 -0.0826
C 0.7397 5.8539 -0.2104
C 0.7958 4.5945 0.3780
C -0.2837 4.0973 1.0884
C -1.4210 4.8891 1.2284
C -1.4787 6.1424 0.6390
S -0.0275 2.5225 2.0150
O -0.0147 3.6455 3.3969
O 1.2949 2.1478 1.4902
N -1.1141 1.6005 1.1162
C -2.4502 1.6486 1.3603
N -2.9013 2.3523 2.4261
C -4.2200 2.4700 2.5573
C -5.1206 1.9188 1.6691
C -4.5593 1.1483 0.6558
N -3.2581 0.9919 0.4956
H 0.1916 8.1018 -1.3901
H -1.3545 8.3043 -0.7858
H 1.5920 6.2317 -0.7705
H 1.6959 3.9941 0.3049
H -2.2475 4.5335 1.8240
H -2.3730 6.7504 0.7479
H -4.5611 3.0271 3.4257
H -6.1895 2.0310 1.7850
H -5.1903 0.6142 -0.0525
C -3.8932 -1.2868 2.9618
Si -2.1661 -1.8291 3.4704
C -2.1298 -3.7227 3.5678
C -2.1135 -1.2367 5.2689
O -0.9688 -1.2394 2.5646
H -4.6627 -1.9193 3.4274
H -4.0442 -1.3138 1.8843
H -4.0589 -0.2558 3.3026
H -3.1458 -4.1408 3.5716
H -1.6256 -4.0540 4.4851
H -1.5836 -4.1528 2.7207
H -3.0128 -1.5795 5.7989
H -2.0927 -0.1390 5.3277
H -1.2394 -1.6178 5.8082
S -1.4168 2.3009 -2.3369
C -1.1855 3.6148 -3.5904
C -1.2517 3.1296 -5.0666
C -1.7645 4.1331 -6.0526
C -2.2137 5.3280 -5.6753
C -2.2948 5.7087 -4.2511
C -1.8412 4.9133 -3.2808
H -1.7641 2.1736 -5.1938
H -1.7578 3.8444 -7.1013
H -2.5743 6.0356 -6.4148
H -2.7574 6.6585 -4.0020
H -1.9414 5.1767 -2.2325
C -2.4456 -1.6339 -5.8936
C -1.6807 -2.6942 -5.4229
C -1.3811 -2.7962 -4.0663
C -1.8274 -1.8462 -3.1393
C -2.6054 -0.7948 -3.6400
C -2.9135 -0.6882 -4.9919
Ge -1.5165 -2.0059 -1.1464
C -0.3918 -3.6756 -1.0013
C 0.8702 -3.6088 -0.4049
C 1.7115 -4.7149 -0.3289
C 1.2990 -5.9308 -0.8549
C 0.0312 -6.0378 -1.4216
C -0.8028 -4.9247 -1.4822
C -3.2631 -2.8727 -0.7162
C -4.4427 -2.6389 -1.4252
C -5.6181 -3.3208 -1.1169
C -5.6329 -4.2594 -0.0933
C -4.4680 -4.5071 0.6233
C -3.3018 -3.8183 0.3134
H -2.6795 -1.5541 -6.9478
H -1.3163 -3.4516 -6.1096
H -0.7814 -3.6350 -3.7313
H -2.9772 -0.0416 -2.9552
H -3.5265 0.1344 -5.3453
H 1.2048 -2.6678 0.0208
H 2.6916 -4.6251 0.1295
H 1.9522 -6.7956 -0.8109
H -0.3072 -6.9906 -1.8177
H -1.8019 -5.0317 -1.8990
H -4.4460 -1.9240 -2.2413
H -6.5230 -3.1185 -1.6804
H -6.5436 -4.7984 0.1425
H -4.4665 -5.2362 1.4275
H -2.4001 -4.0160 0.8834
```

Properties
Energy relative to the best compared isomer or geometry (same formula, charge and spin), kcal/mol: 12.4
Electronic energy, eV: -200128.1473
HOMO-LUMO gap (alpha / beta), eV: 7.17 / 6.41
Total charge: -1
HOMO (alpha / beta), eV: -4.96 / -5.07
Multiplicity: 2

Atom charges from the Löwdin analysis, given in e for atoms 1 to 5: atom 1 (Cd): 1.14, atom 2 (O): -0.07, atom 3 (C): -0.25, atom 4 (C): -0.02, atom 5 (C): -0.09


Record 2
The following is a DFT calculation (ωB97M-V with the def2-TZVPD basis set) of a 13-piece molecular cluster, C73H77N13O6S overall at a distorted geometry.

```
170
Properties=species:S:1:pos:R:3
C -0.1937 -4.4901 1.6443
C -0.7576 -3.6937 0.3271
O -2.0363 -2.9970 0.5119
C -1.8676 -1.5769 0.8554
C -1.1295 -0.5500 -0.1882
C -0.1442 0.5613 0.5046
C 1.3210 -0.0154 0.9811
O 1.5327 -1.2085 1.5778
N 2.5898 0.8415 0.7851
C 3.7439 -0.1752 0.6610
C 4.8981 -0.2945 1.8656
C 6.0935 -1.4277 1.7074
C 6.0951 -2.4003 0.3580
C 4.9783 -2.2760 -0.8648
C 3.8062 -1.1442 -0.6996
C -1.5874 -1.4564 2.4714
O -2.7346 -0.8435 3.2203
S -3.7584 -0.0695 2.0725
O -3.2107 1.3657 1.8937
O -5.2626 -0.1003 2.4857
O -3.2876 -1.0972 0.7655
H 0.3904 -3.7717 2.3823
H -1.0053 -5.1518 2.1663
H 0.6330 -5.2513 1.2409
H 0.1193 -3.0374 -0.0838
H -0.9517 -4.5287 -0.5040
H -0.5236 -1.1667 -1.0114
H -1.9669 0.0435 -0.7844
H 0.0741 1.3798 -0.3374
H -0.6390 1.1643 1.3935
H 2.7679 1.3592 1.6979
H 4.9053 0.3769 2.8275
H 6.9327 -1.5362 2.5330
H 6.9194 -3.2419 0.2226
H 4.9748 -2.9697 -1.8230
H 2.9500 -0.9522 -1.4975
H -0.6990 -0.8076 2.8691
H -1.4702 -2.4718 3.0887
N 0.2174 -6.1222 -1.7738
C 0.7394 -7.2452 -1.2337
C 1.5359 -8.1381 -1.9325
C 1.8124 -7.8673 -3.2685
C 1.2876 -6.7195 -3.8535
C 0.5047 -5.8850 -3.0721
H 0.4924 -7.4141 -0.1896
H 1.9306 -9.0235 -1.4471
H 2.4319 -8.5448 -3.8489
H 1.4841 -6.4804 -4.8925
H 0.0751 -4.9752 -3.4820
N 7.0384 1.8255 -2.3509
C 6.1521 1.6546 -1.3456
C 4.9367 2.3159 -1.2691
C 4.6094 3.2107 -2.2823
C 5.5025 3.4096 -3.3301
C 6.6921 2.6993 -3.3210
H 6.4545 0.9488 -0.5775
H 4.2620 2.1378 -0.4394
H 3.6662 3.7485 -2.2559
H 5.2772 4.1005 -4.1346
H 7.4204 2.8171 -4.1186
N -1.3616 -2.8645 7.4291
C -2.2479 -3.0354 8.4344
C -3.4633 -2.3741 8.5109
C -3.7906 -1.4793 7.4977
C -2.8975 -1.2804 6.4499
C -1.7079 -1.9907 6.4590
H -1.9455 -3.7412 9.2025
H -4.1380 -2.5522 9.3406
H -4.7338 -0.9415 7.5241
H -3.1228 -0.5895 5.6454
H -0.9796 -1.8729 5.6614
N 3.2323 6.2777 -1.1482
C 4.0695 5.9406 -0.1429
C 4.3610 6.7702 0.9281
C 3.7615 8.0244 0.9713
C 2.8959 8.4011 -0.0505
C 2.6638 7.5010 -1.0780
H 4.5149 4.9533 -0.2235
H 5.0393 6.4463 1.7093
H 3.9667 8.7027 1.7944
H 2.4132 9.3719 -0.0462
H 1.9934 7.7470 -1.8967
N -4.9706 -5.3815 5.5214
C -5.0690 -4.0711 5.2076
C -6.2416 -3.4659 4.7846
C -7.3840 -4.2512 4.6720
C -7.3139 -5.6045 4.9862
C -6.0967 -6.1180 5.4041
H -4.1498 -3.5012 5.3083
H -6.2635 -2.4081 4.5483
H -8.3212 -3.8124 4.3423
H -8.1862 -6.2435 4.9083
H -5.9919 -7.1676 5.6643
N 4.5036 8.0745 4.0576
C 3.4894 8.8898 4.4210
C 2.8378 8.8122 5.6415
C 3.2468 7.8371 6.5451
C 4.2874 6.9812 6.1989
C 4.8798 7.1389 4.9563
H 3.2047 9.6318 3.6807
H 2.0308 9.4951 5.8815
H 2.7589 7.7449 7.5111
H 4.6291 6.2107 6.8806
H 5.6983 6.4979 4.6412
N 1.2240 3.1481 -5.9037
C 1.9435 3.4632 -4.8044
C 1.6007 4.4762 -3.9233
C 0.4522 5.2157 -4.1853
C -0.3087 4.9162 -5.3107
C 0.1132 3.8822 -6.1308
H 2.8325 2.8599 -4.6451
H 2.2145 4.6840 -3.0542
H 0.1522 6.0184 -3.5180
H -1.2088 5.4742 -5.5429
H -0.4487 3.6078 -7.0192
N -2.6293 3.5190 -8.3539
C -2.7276 4.8294 -8.6678
C -3.9002 5.4346 -9.0908
C -5.0426 4.6493 -9.2034
C -4.9726 3.2960 -8.8891
C -3.7554 2.7824 -8.4713
H -1.8085 5.3992 -8.5671
H -3.9221 6.4924 -9.3271
H -5.9799 5.0881 -9.5331
H -5.8449 2.6570 -8.9671
H -3.6505 1.7329 -8.2111
N 2.1157 -4.9000 6.3523
C 1.1600 -4.7790 7.2996
C 1.2555 -5.3338 8.5658
C 2.3984 -6.0610 8.8813
C 3.3994 -6.2048 7.9261
C 3.2145 -5.6101 6.6884
H 0.2863 -4.2054 7.0043
H 0.4579 -5.2024 9.2882
H 2.5083 -6.5117 9.8633
H 4.3018 -6.7659 8.1407
H 3.9687 -5.6907 5.9106
N -7.4599 5.8693 -11.5628
C -6.7939 6.3829 -12.6202
C -7.4030 7.0874 -13.6462
C -8.7799 7.2750 -13.5889
C -9.4938 6.7563 -12.5135
C -8.7955 6.0689 -11.5338
H -5.7221 6.2073 -12.6212
H -6.8180 7.4800 -14.4702
H -9.2926 7.8209 -14.3755
H -10.5677 6.8849 -12.4399
H -9.3072 5.6484 -10.6727
N 0.4636 -12.1554 -3.9648
C 0.2684 -11.1440 -3.0906
C -0.1002 -11.3291 -1.7678
C -0.2844 -12.6301 -1.3118
C -0.0927 -13.6928 -2.1888
C 0.2791 -13.4074 -3.4927
H 0.4212 -10.1475 -3.4949
H -0.2406 -10.4796 -1.1091
H -0.5747 -12.8146 -0.2816
H -0.2289 -14.7182 -1.8645
H 0.4442 -14.2026 -4.2143
N 1.6775 2.5651 3.6082
C 2.3970 2.8802 4.7074
C 2.0542 3.8933 5.5885
C 0.9057 4.6327 5.3266
C 0.1448 4.3333 4.2012
C 0.5667 3.2992 3.3810
H 3.2860 2.2769 4.8668
H 2.6680 4.1010 6.4576
H 0.6058 5.4355 5.9939
H -0.7553 4.8912 3.9689
H 0.0048 3.0248 2.4926
```

Properties
Electronic energy, eV: -119424.3715
HOMO-LUMO gap, eV: 8.16
HOMO, eV: -8.00

Atom charges from the Löwdin analysis, given in e for atoms 1 to 5: atom 1 (C): -0.10, atom 2 (C): -0.23, atom 3 (O): -0.10, atom 4 (C): -0.35, atom 5 (C): -0.06